DFT (ωB97M-V with the def2-TZVPD basis set) results for a single C10H12F2N2 molecule at a distorted geometry.

Last column: Mulliken charge in e.
Geometry (Å):
1 C 3.76 0.96 -0.34  -0.253
2 C 2.95 1.46 -1.31  -0.708
3 C 3.42 -0.05 0.55  -0.996
4 C 1.62 0.99 -1.39  -0.602
5 C 2.02 -0.30 0.65  -0.572
6 C 1.18 0.16 -0.36  0.897
7 C -1.22 0.68 -1.09  -0.646
8 C -2.51 0.08 -0.54  -0.634
9 C -0.83 -0.68 0.83  0.706
10 C -3.19 -1.33 1.40  -0.952
11 N -0.19 -0.32 -0.47  -0.094
12 N -2.19 -0.33 0.82  -0.055
13 F -0.25 0.01 1.91  -0.331
14 F -0.57 -1.98 1.16  -0.337
15 H 4.73 1.31 -0.43  0.407
16 H 3.35 2.09 -2.08  0.383
17 H 4.02 -0.65 1.21  0.396
18 H 0.93 1.31 -2.09  0.482
19 H 1.60 -0.97 1.31  0.507
20 H -1.04 0.55 -2.19  0.473
21 H -1.24 1.61 -0.59  0.262
22 H -3.29 0.86 -0.37  0.406
23 H -2.90 -0.78 -1.23  0.272
24 H -2.85 -1.44 2.40  0.361
25 H -4.07 -0.79 1.20  0.383
26 H -3.23 -2.43 1.03  0.246

Lowest unoccupied orbital energy (alpha / beta)   0.85 / -2.35 eV
E_tot   -697.29132 hartree
Multiplicity   3
Expectation value of S²   2.030
Total charge   0
HOMO level (alpha / beta)   -4.55 / -8.64 eV
HOMO-LUMO gap (alpha / beta)   5.399 / 6.297 eV